This record from OMol25 describes 2 unconnected molecules or ions with the total composition C6H9F2NO at a distorted geometry. The level of theory is ωB97M-V/def2-TZVPD.

Values from the calculation:
Highest occupied orbital energy: -8.58 eV
Orbital gap: 0.324 hartree
Relative energy (zero: lowest compared OMol25 entry of this formula, charge and spin): 383.7 kJ/mol
Charge: 0
Lowest unoccupied orbital energy: 0.24 eV

Geometry (Å):
F 3.386 -0.697 0.249
F 2.002 0.546 1.536
O 0.668 1.429 -1.050
N -0.549 -0.835 0.156
C 2.205 0.121 0.327
C -2.466 0.349 0.962
C 1.170 -2.442 -0.648
C -1.049 -0.123 1.076
C 0.661 -1.376 -0.045
C 2.058 1.248 -0.673
H -3.006 -0.272 1.773
H 2.144 -2.518 -0.929
H 2.507 2.117 -0.199
H -2.625 1.379 1.073
H 0.525 0.507 -1.429
H 0.596 -3.327 -0.902
H 2.616 1.026 -1.557
H -2.998 0.320 -0.070
H -0.632 -0.070 2.066